[1]
153
Properties=species:S:1:pos:R:3:mulliken_charge:R:1 method="wB97M-V/def2-TZVPD" homo_energy_ev="-10.19 / -10.19" s_squared=0.755 charge=+1 spin_multiplicity=2 gap_ev="6.936 / 1.966"
O 9.52 27.38 22.05 -0.652
H 10.43 27.61 21.89 0.278
H 9.17 28.13 22.54 0.307
O 13.71 20.40 15.58 -0.701
H 12.94 20.36 15.01 0.465
H 13.36 20.35 16.47 0.199
O 9.77 27.57 19.02 -0.470
H 9.10 27.55 18.34 0.026
H 9.28 27.68 19.83 0.339
O 9.95 22.52 23.55 -0.649
H 10.38 23.31 23.22 0.407
H 9.02 22.65 23.35 0.341
O 7.33 22.85 23.14 -0.563
H 6.66 22.75 22.47 0.184
H 6.89 22.61 23.96 0.252
C 14.76 25.66 18.76 0.832
C 16.08 25.15 19.44 -0.834
O 15.84 24.54 20.74 -0.578
O 14.86 26.26 17.46 -0.597
H 14.20 26.34 19.41 0.038
H 14.09 24.82 18.56 -0.515
H 16.71 26.03 19.58 0.412
H 16.67 24.59 18.72 0.350
H 15.73 23.59 20.72 0.477
H 15.67 26.77 17.46 0.281
C 12.37 25.64 21.88 0.083
C 13.11 26.92 22.43 -0.461
O 12.17 28.01 22.43 -0.553
O 11.35 25.22 22.73 -0.557
H 13.15 24.87 21.85 0.338
H 12.07 25.79 20.84 -0.202
H 13.89 27.09 21.70 0.273
H 13.65 26.84 23.38 0.382
H 12.64 28.80 22.72 0.268
H 10.70 25.92 22.62 0.433
C 8.64 20.33 20.27 1.172
C 10.18 20.47 20.51 0.165
O 10.92 19.35 19.93 -0.641
O 8.13 19.15 20.82 -0.616
H 8.28 20.31 19.25 -0.478
H 8.18 21.20 20.74 -0.353
H 10.32 20.33 21.59 0.349
H 10.73 21.33 20.14 -0.123
H 10.68 18.60 20.48 0.353
H 7.60 19.44 21.57 0.421
C 6.02 28.77 19.37 -0.595
C 6.35 27.56 18.52 0.039
O 7.42 27.68 17.60 -0.440
O 4.90 28.49 20.21 -0.537
H 5.74 29.50 18.61 0.349
H 6.87 29.21 19.90 0.326
H 5.41 27.31 18.02 0.460
H 6.53 26.66 19.11 -0.311
H 7.21 28.43 17.03 0.246
H 5.25 28.27 21.08 0.332
C 14.88 23.66 15.16 0.201
C 13.96 24.36 14.14 0.252
O 12.78 23.64 13.87 -0.552
O 15.41 22.54 14.46 -0.646
H 14.37 23.30 16.06 -0.143
H 15.74 24.29 15.38 0.350
H 14.50 24.61 13.22 0.348
H 13.65 25.34 14.48 -0.427
H 12.15 23.64 14.60 0.143
H 14.82 21.79 14.51 0.338
C 8.29 22.07 13.91 0.463
C 7.66 23.40 13.43 -0.905
O 8.03 24.40 14.39 -0.328
O 9.71 22.26 13.93 -0.794
H 8.02 21.25 13.24 0.515
H 7.85 21.90 14.90 -0.527
H 6.59 23.28 13.59 0.337
H 7.87 23.64 12.39 0.446
H 8.07 25.29 14.03 0.149
H 9.81 22.87 14.66 0.270
C 15.18 21.23 19.33 -0.396
C 13.74 20.67 19.66 -0.270
O 13.00 20.16 18.55 -0.447
O 15.64 21.96 20.46 -0.566
H 15.26 21.82 18.41 0.126
H 15.85 20.38 19.20 0.333
H 13.26 21.56 20.07 0.305
H 13.84 20.01 20.52 0.419
H 12.09 19.95 18.77 -0.004
H 15.56 21.40 21.24 0.275
C 10.35 27.48 15.40 -1.239
C 11.80 27.52 15.85 0.698
C 12.21 28.94 16.41 -0.813
O 11.90 29.91 15.48 -0.314
C 12.36 31.19 15.68 -0.799
N 12.04 26.53 16.84 0.323
H 10.07 28.46 15.01 0.605
H 9.71 27.41 16.27 -0.036
H 10.05 26.52 14.98 0.138
H 12.36 27.34 14.93 0.298
H 13.28 28.99 16.63 0.433
H 11.71 29.10 17.36 0.318
H 11.85 31.74 16.48 0.315
H 12.47 31.86 14.83 0.285
H 13.38 31.13 16.05 0.309
H 13.04 26.39 16.88 -0.264
H 11.69 26.84 17.74 -0.169
C 11.29 22.58 17.42 -0.368
C 10.00 23.30 16.96 2.904
C 9.50 24.27 18.10 -1.033
O 8.85 23.54 19.11 1.715
C 8.54 24.37 20.22 0.405
N 10.41 24.03 15.80 -0.121
H 11.07 21.88 18.23 -1.053
H 12.02 23.30 17.81 0.497
H 11.79 22.00 16.65 -0.212
H 9.16 22.66 16.69 -0.309
H 8.76 24.99 17.74 0.326
H 10.35 24.81 18.53 -0.262
H 8.10 23.80 21.03 -0.429
H 7.86 25.21 20.10 -0.314
H 9.44 24.82 20.65 -0.131
H 9.51 24.34 15.47 -0.457
H 10.91 24.89 16.00 -0.123
C 11.09 17.51 14.60 -1.842
C 10.52 18.89 14.73 0.500
C 10.19 19.26 16.21 0.537
O 9.06 18.59 16.81 -0.508
C 7.91 19.14 16.37 -0.404
N 11.37 19.85 14.04 -0.491
H 10.31 16.80 14.90 0.360
H 12.07 17.37 15.04 0.349
H 11.25 17.28 13.54 0.474
H 9.64 18.76 14.11 0.316
H 10.17 20.31 16.49 -0.433
H 11.07 18.84 16.70 0.182
H 7.70 19.03 15.31 0.320
H 7.76 20.20 16.60 -0.126
H 7.18 18.44 16.78 0.362
H 10.89 20.74 13.96 0.255
H 11.45 19.55 13.08 0.339
C 5.52 23.36 16.76 -0.987
C 5.51 23.17 18.30 1.109
C 4.10 23.20 18.99 -1.060
O 3.34 24.44 18.64 -0.331
C 2.48 24.91 19.63 -0.773
N 6.31 22.06 18.72 0.275
H 6.56 23.40 16.42 -0.059
H 5.09 24.32 16.48 0.483
H 4.91 22.58 16.30 0.430
H 6.02 24.05 18.71 -0.293
H 4.30 23.29 20.06 0.523
H 3.56 22.28 18.77 0.416
H 3.04 25.41 20.42 0.287
H 1.96 24.05 20.05 0.366
H 1.79 25.61 19.16 0.247
H 7.27 22.33 18.61 -0.368
H 6.09 21.89 19.69 0.409

***

[2]
63
Properties=species:S:1:pos:R:3:mulliken_charge:R:1 method="wB97M-V/def2-TZVPD" homo_energy_ev="-14.40 / -14.40" charge=+2 gap_ev="3.521 / 3.514"
Pt 0.64 -0.68 -0.19 1.164
O -0.72 0.68 1.56 -0.502
C -1.18 1.84 0.87 -0.893
C -1.32 1.59 -0.62 0.862
C -2.15 2.42 -1.36 -0.782
C -2.27 2.24 -2.72 -0.311
C -1.56 1.22 -3.34 -0.753
C -0.76 0.42 -2.57 -0.257
N -0.64 0.61 -1.24 -0.233
H -0.44 0.93 2.45 0.282
H -0.49 2.68 1.01 0.409
H -2.15 2.13 1.26 0.489
H -2.72 3.19 -0.85 0.495
H -2.91 2.89 -3.30 0.447
H -1.63 1.05 -4.41 0.454
H -0.20 -0.39 -3.00 0.504
F 7.02 2.15 -0.74 -0.268
C 6.65 1.78 0.49 0.379
C 5.55 0.95 0.67 0.166
C 5.24 0.58 1.97 0.317
F 4.17 -0.24 2.16 -0.283
C 5.96 1.00 3.05 -0.156
F 5.63 0.63 4.28 -0.266
C 7.05 1.83 2.84 0.681
F 7.76 2.25 3.87 -0.256
C 7.39 2.23 1.56 0.119
F 8.44 3.01 1.37 -0.256
Ge 4.52 0.14 -0.74 0.202
S 2.41 0.84 -0.31 -0.393
C 4.89 0.79 -2.52 0.111
C 5.26 -0.03 -3.58 0.305
F 5.24 -1.36 -3.45 -0.286
C 5.65 0.51 -4.79 0.162
F 6.01 -0.28 -5.79 -0.257
C 5.63 1.88 -4.96 0.552
F 5.99 2.40 -6.12 -0.254
C 5.23 2.72 -3.93 0.219
F 5.18 4.03 -4.12 -0.260
C 4.86 2.16 -2.73 0.326
F 4.47 2.96 -1.73 -0.347
C 4.78 -1.77 -0.57 -0.126
C 6.08 -2.24 -0.61 0.612
F 7.07 -1.37 -0.81 -0.351
C 6.37 -3.59 -0.49 0.175
F 7.61 -4.02 -0.55 -0.252
C 5.33 -4.49 -0.33 0.483
F 5.58 -5.77 -0.21 -0.266
C 4.02 -4.04 -0.28 0.007
F 3.01 -4.91 -0.12 -0.243
C 3.77 -2.70 -0.40 -0.362
F 2.46 -2.28 -0.36 0.340
N -3.04 -6.80 1.36 -0.315
C -2.52 -5.82 1.05 -0.265
C -1.85 -4.62 0.68 0.757
C -2.34 -3.37 1.14 -0.918
C -1.65 -2.24 0.83 -0.035
C -0.45 -2.31 0.04 0.224
C -0.01 -3.58 -0.47 -0.204
C -0.69 -4.71 -0.15 -0.851
H -3.24 -3.33 1.74 0.503
H -2.01 -1.29 1.19 0.426
H 0.86 -3.65 -1.10 0.522
H -0.36 -5.67 -0.51 0.508

***

[3]
59
Properties=species:S:1:pos:R:3:mulliken_charge:R:1 method="wB97M-V/def2-TZVPD" homo_energy_ev=-8.09 gap_ev=5.077
F -3.16 -0.83 -1.08 -0.372
C -2.61 -1.44 0.02 -0.080
C -3.18 -2.65 0.41 -0.920
C -2.61 -3.37 1.47 -0.523
C -1.47 -2.86 2.10 -0.697
C -0.98 -1.63 1.69 0.089
F 0.12 -1.14 2.36 -0.485
C -1.53 -0.84 0.69 1.165
B -0.93 0.61 0.41 1.538
C -1.70 1.51 -0.68 0.791
C -1.17 1.92 -1.90 0.087
F 0.16 1.69 -2.15 -0.018
C -1.87 2.65 -2.86 -1.048
C -3.15 3.11 -2.55 -0.473
C -3.70 2.82 -1.30 -0.873
C -2.97 2.04 -0.41 0.214
F -3.55 1.78 0.81 -0.346
C -0.75 1.50 1.74 1.080
C 0.18 2.53 1.78 -0.236
F 0.99 2.72 0.68 -0.343
C 0.36 3.38 2.87 -0.877
C -0.46 3.24 3.99 -0.467
C -1.41 2.21 4.01 -0.732
C -1.52 1.37 2.91 0.116
F -2.45 0.37 3.03 -0.394
H 0.21 0.35 -0.03 -0.829
H -4.07 -3.00 -0.11 0.445
H -3.06 -4.30 1.81 0.388
H -0.98 -3.39 2.92 0.466
H -1.39 2.86 -3.81 0.427
H -3.72 3.68 -3.28 0.367
H -4.68 3.19 -0.99 0.459
H 1.12 4.16 2.82 0.452
H -0.37 3.91 4.84 0.386
H -2.08 2.05 4.85 0.450
F 2.24 -4.24 1.87 -0.340
C 2.74 -2.99 1.58 0.201
C 3.77 -2.49 2.36 -0.545
C 4.26 -1.20 2.07 -0.614
C 3.70 -0.45 1.06 -0.577
C 2.66 -0.99 0.24 1.711
C 2.19 -0.20 -0.86 -1.432
C 1.97 -0.60 -2.21 1.396
C 2.33 0.32 -3.26 -0.494
C 2.00 0.06 -4.57 -0.573
C 1.27 -1.09 -4.91 -0.564
C 1.02 -2.02 -3.92 0.134
F 0.33 -3.17 -4.25 -0.319
C 1.41 -1.85 -2.59 -0.475
C 2.15 -2.28 0.54 -0.264
H 4.20 -3.10 3.16 0.476
H 5.06 -0.77 2.68 0.393
H 4.07 0.55 0.82 0.423
H 2.34 0.88 -0.73 0.335
H 2.87 1.23 -2.98 0.413
H 2.27 0.79 -5.34 0.393
H 0.95 -1.27 -5.94 0.465
H 1.26 -2.64 -1.87 0.472
H 1.31 -2.69 0.00 0.177

***

[4]
62
Properties=species:S:1:pos:R:3:mulliken_charge:R:1 method="wB97M-V/def2-TZVPD" homo_energy_ev=-2.46 charge=-2 gap_ev=6.223
In 1.08 0.16 -0.10 1.092
O 0.18 3.83 1.52 -0.702
C 0.64 2.71 1.43 0.301
O 0.83 2.13 0.26 -0.361
C 1.29 2.14 2.64 0.274
C 1.94 3.08 3.45 -0.619
C 2.56 2.72 4.64 -0.531
C 2.56 1.40 5.05 -0.492
C 1.91 0.48 4.29 -0.727
C 1.28 0.81 3.08 0.827
S 0.63 -0.60 2.21 -0.374
H 1.88 4.12 3.12 0.385
H 3.02 3.55 5.14 0.356
H 3.05 1.11 6.00 0.314
H 2.07 -0.56 4.49 0.412
O -0.51 -0.66 -1.13 -0.805
C -1.11 -0.30 -2.31 3.169
C -0.51 -1.27 -3.35 -0.570
C 0.33 -2.28 -3.17 -0.296
C 0.79 -2.93 -4.34 -0.737
C 0.32 -2.37 -5.47 -0.498
S -0.74 -1.07 -5.08 -0.070
C -0.86 1.18 -2.66 -0.742
C -1.53 2.21 -2.10 -0.279
C -0.85 3.46 -2.20 -0.916
C 0.35 3.31 -2.85 -0.337
S 0.64 1.68 -3.33 0.031
C -2.60 -0.54 -2.27 -0.995
C -3.25 -1.20 -1.28 -0.440
C -4.67 -1.34 -1.45 -0.732
C -5.04 -0.67 -2.59 -0.562
S -3.73 -0.03 -3.46 -0.092
H 0.61 -2.62 -2.17 0.596
H 1.39 -3.84 -4.29 0.344
H 0.47 -2.67 -6.51 0.423
H -2.42 2.11 -1.56 0.456
H -1.18 4.38 -1.78 0.431
H 1.10 4.02 -3.20 0.382
H -2.70 -1.44 -0.35 0.383
H -5.34 -1.76 -0.74 0.606
H -6.02 -0.47 -2.90 0.506
N -3.58 1.27 1.02 -0.461
C -4.63 0.97 1.44 0.308
C -5.89 0.72 1.98 0.025
C -6.55 -0.55 1.91 0.220
N -7.11 -1.56 1.84 -0.605
C -6.62 1.81 2.56 0.147
N -7.17 2.75 2.95 -0.576
Cl 4.47 0.76 1.36 -0.185
C 4.21 -0.92 1.25 0.756
C 4.75 -1.74 2.25 -0.655
C 4.49 -3.11 2.24 -0.446
C 3.70 -3.65 1.22 -0.690
C 3.20 -2.84 0.21 -0.253
C 3.48 -1.46 0.20 0.175
C 2.90 -0.61 -0.92 -1.846
H 5.35 -1.28 3.02 0.411
H 4.84 -3.68 3.08 0.354
H 3.43 -4.72 1.29 0.318
H 2.62 -3.21 -0.63 0.318
H 2.72 -1.19 -1.83 0.617
H 3.56 0.23 -1.18 0.657

***

[5]
67
Properties=species:S:1:pos:R:3:mulliken_charge:R:1 method="wB97M-V/def2-TZVPD" homo_energy_ev="-4.17 / -4.20" charge=-1 gap_ev="5.613 / 5.650"
W 0.14 -0.67 -0.13 -0.096
O 1.76 1.63 3.14 -0.806
C 1.38 1.15 2.08 0.253
N 0.83 -0.08 1.84 1.091
C 0.66 -0.97 2.93 0.210
C 0.93 -0.74 4.27 -1.182
C 0.68 -1.73 5.21 -0.764
C 0.15 -2.94 4.83 -0.649
C -0.13 -3.20 3.50 -0.852
C 0.13 -2.23 2.54 0.591
N -0.15 -2.33 1.16 0.557
C -0.55 -3.55 0.65 0.191
O -0.44 -4.65 1.18 -0.755
C -1.21 -3.38 -0.66 0.395
C -1.66 -4.47 -1.39 -0.790
C -2.36 -4.26 -2.56 -0.353
C -2.64 -2.93 -2.92 -1.031
C -2.16 -1.90 -2.15 0.087
N -1.40 -2.07 -1.05 0.193
C 1.56 1.92 0.83 0.355
C 1.94 3.25 0.90 -0.921
C 2.15 3.97 -0.26 -0.581
C 2.02 3.28 -1.47 -1.331
C 1.68 1.95 -1.47 -0.638
N 1.39 1.25 -0.35 1.032
H 1.33 0.21 4.59 0.529
H 0.89 -1.54 6.25 0.401
H -0.06 -3.71 5.56 0.394
H -0.54 -4.15 3.20 0.475
H -1.45 -5.45 -1.00 0.495
H -2.70 -5.08 -3.16 0.444
H -3.22 -2.71 -3.80 0.448
H -2.41 -0.88 -2.43 0.351
H 2.05 3.68 1.88 0.557
H 2.40 5.02 -0.24 0.458
H 2.18 3.78 -2.42 0.537
H 1.62 1.41 -2.41 0.882
O -0.46 1.04 -3.96 -0.772
C -0.72 0.77 -2.80 0.620
O -0.04 -0.11 -2.11 -0.683
C -1.86 1.45 -2.10 0.440
C -2.75 2.20 -2.85 -0.389
C -3.84 2.83 -2.23 -0.681
C -4.06 2.70 -0.86 -0.356
C -3.18 1.95 -0.09 -1.253
C -2.06 1.31 -0.70 1.430
O -1.23 0.58 0.00 0.052
N -3.42 1.77 1.29 1.060
O -4.41 2.31 1.78 -0.734
O -2.63 1.08 1.94 -0.564
N -4.76 3.58 -3.01 1.039
O -5.70 4.12 -2.43 -0.661
O -4.58 3.65 -4.22 -0.651
H -2.60 2.29 -3.92 0.629
H -4.91 3.17 -0.41 0.635
S 1.89 -2.17 -1.24 -0.517
C 3.14 -1.11 -0.55 0.539
C 3.41 -1.19 0.82 -0.274
C 4.32 -0.32 1.39 -0.548
C 4.99 0.61 0.59 -0.762
C 4.76 0.65 -0.77 -0.386
C 3.84 -0.21 -1.35 -0.636
H 2.92 -1.95 1.41 0.591
H 4.52 -0.35 2.45 0.403
H 5.68 1.30 1.04 0.387
H 5.29 1.36 -1.39 0.420
H 3.64 -0.18 -2.41 0.448

***

[6]
66
Properties=species:S:1:pos:R:3:mulliken_charge:R:1 method="wB97M-V/def2-TZVPD" homo_energy_ev=-10.78 charge=+1 gap_ev=6.330
Au -0.31 -1.67 -0.68 0.945
N -4.44 4.89 -0.65 -0.450
C -4.22 3.55 -0.88 0.819
C -5.02 2.59 -0.24 -0.878
C -4.80 1.24 -0.44 -0.331
C -3.76 0.83 -1.28 0.032
C -2.96 1.77 -1.92 -0.743
C -3.18 3.12 -1.71 -0.490
S -3.53 -0.86 -1.62 1.174
O -2.94 -1.00 -2.91 -0.653
O -4.67 -1.59 -1.20 -0.673
N -2.28 -1.32 -0.57 -0.465
C -2.35 -1.26 0.78 0.674
N -1.13 -1.61 1.28 -0.342
C -0.94 -1.56 2.59 0.016
C -1.97 -1.21 3.43 -0.836
C -3.18 -0.88 2.83 -0.207
N -3.39 -0.88 1.52 -0.393
H -5.35 5.15 -0.32 0.214
H -4.04 5.53 -1.32 0.258
H -5.84 2.91 0.39 0.384
H -5.43 0.50 0.02 0.522
H -2.19 1.45 -2.61 0.517
H -2.57 3.86 -2.22 0.328
H 0.05 -1.83 2.96 0.477
H -1.84 -1.20 4.50 0.420
H -4.03 -0.59 3.44 0.452
S 5.63 -5.36 -0.05 -0.193
C 5.34 -6.99 -0.46 -0.369
C 4.06 -7.19 -0.88 -0.643
C 3.30 -6.00 -0.86 -0.278
C 4.01 -4.91 -0.43 0.259
C 3.55 -3.53 -0.29 0.505
C 2.20 -3.23 -0.48 -0.669
N 1.71 -2.00 -0.41 -0.248
C 2.51 -0.94 -0.09 -0.471
C 3.88 -1.17 0.13 0.814
C 4.73 -0.07 0.48 -1.167
C 4.24 1.18 0.63 -1.085
C 2.84 1.44 0.45 0.947
C 2.28 2.71 0.65 -0.644
C 0.93 2.92 0.49 0.668
C 0.16 1.80 0.10 -0.449
N 0.66 0.61 -0.10 0.034
C 1.98 0.40 0.08 -0.262
C 0.29 4.22 0.71 0.448
C -1.03 4.48 0.93 -0.538
C -1.30 5.86 1.12 -0.736
C -0.18 6.62 1.04 -0.389
S 1.21 5.68 0.73 -0.188
C 4.38 -2.47 0.01 -0.344
H 6.14 -7.71 -0.37 0.448
H 3.68 -8.15 -1.19 0.406
H 2.27 -5.96 -1.20 0.333
H 1.49 -4.01 -0.71 0.780
H 5.78 -0.27 0.64 0.457
H 4.89 2.00 0.91 0.448
H 2.93 3.52 0.95 0.493
H -0.91 1.92 -0.08 0.087
H -1.80 3.71 0.97 0.534
H -2.29 6.25 1.31 0.432
H -0.09 7.69 1.14 0.457
H 5.44 -2.63 0.18 0.487
Se -0.05 -1.90 -3.10 -0.036
C 0.54 -3.64 -3.07 0.308
N 0.91 -4.74 -3.06 -0.408

***

In g mol⁻¹, the molecular weight values for the records above are, in order, 881.10 1012.17 554.29 760.05 835.43 895.68.